[1]
A molecular structure, C3H8O2S in a non-equilibrium geometry, computed with wB97M-V/def2-TZVPD.

Geometry as XYZ:
```
14
C3H8O2S | the Open Molecules 2025 dataset | wB97M-V/def2-TZVPD
C -1.374 0.911 1.498
C -0.863 -1.008 -0.687
C 1.834 -0.672 -0.518
O 0.314 1.484 -0.535
O -0.980 2.202 1.506
S 0.300 0.135 0.147
H -1.693 0.609 2.471
H -1.774 -0.595 -0.367
H -0.805 -0.684 -1.642
H -0.745 -2.056 -0.508
H 1.867 -1.651 0.076
H 1.801 -0.938 -1.533
H 2.726 -0.118 -0.384
H -0.607 2.380 0.475
```

## Properties
LUMO energy = 0.541 eV
Orbital gap = 8.35 eV
Relative energy (zero: lowest compared OMol25 entry of this formula, charge and spin) = 116.9 kcal per mole
E = -667.594630 Eh

Löwdin population analysis, charges in e, atoms 1 to 8: number 1, C, carries -0.100; number 2, C, carries -0.205; number 3, C, carries -0.238; number 4, O, carries -0.516; number 5, O, carries -0.131; number 6, S, carries 0.826; number 7, H, carries 0.021; number 8, H, carries 0.009

---

[2]
2 unconnected molecules or ions with the total composition C3H8O2S2 in a non-equilibrium geometry, computed with wB97M-V/def2-TZVPD.

Geometry as XYZ:
```
15
C3H8O2S2 | the Open Molecules 2025 dataset | wB97M-V/def2-TZVPD
O 2.190 -0.103 -0.099
C 1.330 -0.962 0.004
C 0.244 -0.989 1.034
C -1.150 -0.923 0.394
S -2.474 0.435 0.820
S -2.595 0.972 -1.223
H 1.474 -1.918 -0.496
H 0.561 -0.250 1.858
H 0.194 -1.940 1.496
H -1.760 -1.944 0.422
H -0.970 -0.939 -0.687
H -1.459 1.919 -1.247
O 1.268 2.512 -0.888
H 1.866 1.941 -1.367
H 1.282 2.191 -0.021
```

## Properties
LUMO energy = 0.176 eV
Orbital gap = 9.46 eV
Relative energy (zero: lowest compared OMol25 entry of this formula, charge and spin) = 54.2 kcal per mole
E = -1065.895653 Eh

Löwdin population analysis, charges in e, atoms 1 to 8: number 1, O, carries 0.040; number 2, C, carries -0.254; number 3, C, carries -0.220; number 4, C, carries -0.541; number 5, S, carries 0.378; number 6, S, carries 0.257; number 7, H, carries 0.125; number 8, H, carries 0.151

---

[3]
2 unconnected molecules or ions with the total composition C3H8O3 in a non-equilibrium geometry, computed with wB97M-V/def2-TZVPD.

Geometry as XYZ:
```
14
C3H8O3 | the Open Molecules 2025 dataset | wB97M-V/def2-TZVPD
C -1.133 0.079 0.554
C -0.663 -0.470 -0.858
C 0.464 0.294 -1.462
O 1.632 -0.007 -1.381
O 0.130 1.307 -2.314
H -0.177 0.593 0.690
H -1.509 -0.652 1.224
H -1.817 0.868 0.264
H -0.214 -1.486 -0.603
H -1.536 -0.439 -1.530
H 0.931 1.852 -2.338
O 1.066 -0.327 2.463
H 1.091 -0.782 3.314
H 1.733 -0.829 1.975
```

## Properties
LUMO energy = 0.712 eV
Orbital gap = 11.15 eV
Relative energy (zero: lowest compared OMol25 entry of this formula, charge and spin) = 24.9 kcal per mole
E = -344.808748 Eh

Löwdin population analysis, charges in e, atoms 1 to 8: number 1, C, carries -0.070; number 2, C, carries -0.151; number 3, C, carries -0.549; number 4, O, carries 0.088; number 5, O, carries 0.089; number 6, H, carries 0.056; number 7, H, carries 0.063; number 8, H, carries 0.069

---

[4]
2 unconnected molecules or ions with the total composition C3H8O3 in a non-equilibrium geometry, computed with wB97M-V/def2-TZVPD.

Geometry as XYZ:
```
14
C3H8O3 | the Open Molecules 2025 dataset | wB97M-V/def2-TZVPD
O -0.873 -4.395 0.653
C -1.253 -5.008 -0.351
O -2.524 -4.700 -0.883
H -0.753 -5.859 -0.777
H -2.901 -4.205 -0.183
C 1.367 3.367 0.838
C 0.601 2.358 0.073
O 0.862 2.004 -1.353
H 0.792 4.244 1.317
H 2.150 2.906 1.394
H 2.003 4.001 0.070
H -0.409 2.586 0.126
H 0.673 1.413 0.623
H 0.267 1.288 -1.547
```

## Properties
LUMO energy = 0.644 eV
Orbital gap = 10.80 eV
Relative energy (zero: lowest compared OMol25 entry of this formula, charge and spin) = 48.6 kcal per mole
E = -344.770872 Eh

Löwdin population analysis, charges in e, atoms 1 to 8: number 1, O, carries 0.029; number 2, C, carries -0.271; number 3, O, carries 0.042; number 4, H, carries 0.129; number 5, H, carries 0.072; number 6, C, carries -0.108; number 7, C, carries -0.307; number 8, O, carries -0.092

---

[5]
C3H8O3 in the gas phase, computed with wB97M-V/def2-TZVPD.

Geometry as XYZ:
```
14
C3H8O3 | the Open Molecules 2025 dataset | wB97M-V/def2-TZVPD
O -0.393 -0.456 0.902
C -1.527 -1.366 0.044
C 0.688 -0.301 -0.037
O 1.809 0.147 0.644
C 0.284 0.780 -1.026
O -0.227 1.874 -0.272
H -0.755 0.456 1.002
H -1.432 -2.261 0.687
H -2.431 -0.848 0.417
H 0.797 -1.288 -0.495
H 2.044 -0.530 1.292
H 1.155 1.072 -1.624
H -0.520 0.417 -1.667
H 0.525 2.251 0.206
```

## Properties
LUMO energy = 0.474 eV
Orbital gap = 7.99 eV
Relative energy (zero: lowest compared OMol25 entry of this formula, charge and spin) = 111.2 kcal per mole
E = -344.671198 Eh

Löwdin population analysis, charges in e, atoms 1 to 8: number 1, O, carries -0.118; number 2, C, carries -0.006; number 3, C, carries -0.419; number 4, O, carries 0.033; number 5, C, carries -0.174; number 6, O, carries -0.048; number 7, H, carries 0.136; number 8, H, carries -0.015

---

[6]
2 unconnected molecules or ions with the total composition C3H8O3 in a non-equilibrium geometry, computed with wB97M-V/def2-TZVPD.

Geometry as XYZ:
```
14
C3H8O3 | the Open Molecules 2025 dataset | wB97M-V/def2-TZVPD
O -2.613 -0.687 -0.472
C -1.721 -0.147 -1.084
C -0.319 -0.626 -0.992
C 0.658 0.509 -1.359
O 2.005 0.268 -1.037
H -1.948 0.729 -1.738
H -0.253 -0.836 0.092
H -0.065 -1.509 -1.626
H 0.687 0.706 -2.444
H 0.343 1.372 -0.749
H 2.052 -0.328 -0.265
O 0.427 -0.197 4.008
H 0.253 0.140 3.124
H 0.494 0.605 4.543
```

## Properties
LUMO energy = 0.409 eV
Orbital gap = 10.60 eV
Relative energy (zero: lowest compared OMol25 entry of this formula, charge and spin) = 39.8 kcal per mole
E = -344.784905 Eh

Löwdin population analysis, charges in e, atoms 1 to 8: number 1, O, carries 0.052; number 2, C, carries -0.284; number 3, C, carries -0.146; number 4, C, carries -0.293; number 5, O, carries -0.075; number 6, H, carries 0.134; number 7, H, carries 0.126; number 8, H, carries 0.145